Record 1
{"formula": "C12H16N2O8", "method": "ωB97M-V/def2-TZVPD", "elements": ["O", "C", "C", "N", "C", "O", "C", "C", "C", "O", "N", "C", "C", "O", "C", "O", "C", "O", "C", "O", "C", "O", "H", "H", "H", "H", "H", "H", "H", "H", "H", "H", "H", "H", "H", "H", "H", "H"], "xyz": [[2.757, -1.444, 1.620], [2.198, -0.429, 1.231], [2.400, 0.943, 1.880], [2.916, 2.011, 0.943], [2.222, 2.398, -0.200], [1.054, 2.196, -0.437], [3.166, 3.013, -1.127], [4.410, 2.937, -0.551], [4.250, 2.275, 0.694], [5.153, 2.047, 1.524], [1.170, -0.682, 0.341], [0.820, -1.996, -0.208], [-0.753, -1.937, -0.379], [-1.459, -1.969, 0.888], [-2.843, -1.750, 0.953], [-2.964, -1.420, 2.352], [-3.391, -0.594, 0.095], [-4.834, -0.710, -0.033], [-2.791, -0.701, -1.384], [-3.240, 0.508, -1.988], [-1.277, -0.775, -1.166], [-0.558, -0.494, -2.368], [1.317, 1.248, 2.192], [3.052, 1.004, 2.681], [2.887, 3.348, -2.169], [5.411, 3.254, -0.985], [0.752, 0.080, -0.129], [1.043, -2.878, 0.456], [1.340, -2.088, -1.171], [-0.986, -2.816, -0.942], [-3.375, -2.677, 0.631], [-2.055, -1.182, 2.700], [-3.118, 0.344, 0.597], [-5.334, -0.270, 0.743], [-3.138, -1.537, -1.917], [-4.201, 0.349, -1.968], [-1.107, 0.107, -0.572], [-0.892, 0.286, -2.829]], "e_above_lowest_ev": 0.000, "homo_energy_ev": -9.645, "smiles": "O=C(CN1C(=O)C=CC1=O)NC[C@H]1O[C@@H](O)[C@H](O)[C@@H](O)[C@@H]1O"}

=====

Record 2
{"formula": "C12H16N2OS", "method": "ωB97M-V/def2-TZVPD", "elements": ["C", "C", "C", "C", "C", "C", "C", "N", "C", "S", "N", "C", "C", "O", "C", "C", "H", "H", "H", "H", "H", "H", "H", "H", "H", "H", "H", "H", "H", "H", "H", "H"], "xyz": [[0.460, 2.010, -0.394], [1.389, 0.882, -0.719], [1.924, 0.767, -1.997], [2.840, -0.218, -2.315], [3.261, -1.107, -1.340], [2.732, -1.024, -0.067], [1.780, -0.056, 0.244], [1.283, -0.022, 1.563], [0.010, 0.195, 1.994], [-0.199, 0.893, 3.483], [-1.031, -0.184, 1.212], [-0.983, -1.317, 0.306], [-1.913, -1.059, -0.883], [-3.228, -0.798, -0.458], [-3.267, 0.309, 0.413], [-2.387, 0.092, 1.644], [0.603, 2.351, 0.629], [0.635, 2.845, -1.069], [-0.581, 1.704, -0.496], [1.626, 1.481, -2.750], [3.240, -0.280, -3.315], [3.995, -1.864, -1.570], [3.045, -1.713, 0.704], [1.973, 0.098, 2.293], [0.031, -1.491, -0.050], [-1.335, -2.213, 0.838], [-1.965, -1.943, -1.520], [-1.530, -0.213, -1.474], [-4.310, 0.428, 0.710], [-2.939, 1.215, -0.119], [-2.384, 0.983, 2.273], [-2.775, -0.752, 2.230]], "e_above_lowest_ev": 0.699, "homo_energy_ev": -8.103, "smiles": "Cc1ccccc1NC(=S)N1CCOCC1"}

=====

Record 3
{"formula": "C12H16O12", "method": "ωB97M-V/def2-TZVPD", "elements": ["O", "C", "O", "C", "C", "O", "H", "H", "H", "H", "O", "C", "O", "C", "C", "O", "H", "H", "H", "H", "O", "C", "O", "C", "C", "O", "H", "H", "H", "H", "O", "C", "O", "C", "C", "O", "H", "H", "H", "H"], "xyz": [[-2.512, 6.609, -2.791], [-2.437, 5.425, -2.735], [-1.394, 4.742, -2.206], [-1.753, 3.364, -2.081], [-2.918, 3.211, -3.049], [-3.390, 4.571, -3.168], [-0.899, 2.723, -2.270], [-2.080, 3.196, -1.053], [-3.736, 2.654, -2.603], [-2.648, 2.855, -4.040], [3.076, -3.679, 1.752], [2.660, -3.387, 0.680], [2.808, -2.157, 0.102], [2.648, -2.357, -1.299], [1.620, -3.488, -1.317], [1.933, -4.192, -0.117], [2.255, -1.452, -1.764], [3.585, -2.594, -1.808], [1.759, -4.127, -2.188], [0.596, -3.120, -1.308], [-3.122, -3.233, 0.803], [-2.203, -2.919, 1.484], [-2.306, -2.147, 2.603], [-1.081, -2.241, 3.325], [-0.080, -2.579, 2.228], [-0.917, -3.270, 1.271], [-0.863, -1.293, 3.808], [-1.133, -3.044, 4.061], [0.727, -3.230, 2.544], [0.280, -1.686, 1.715], [0.178, 0.070, -0.995], [0.597, 0.780, -0.135], [0.264, 2.070, 0.015], [0.947, 2.640, 1.132], [1.805, 1.478, 1.665], [1.461, 0.389, 0.823], [1.581, 3.462, 0.804], [0.209, 3.016, 1.835], [1.614, 1.257, 2.714], [2.870, 1.683, 1.565]], "e_above_lowest_ev": 0.197, "homo_energy_ev": -11.011, "smiles": "O=C1OCCO1.O=C1OCCO1.O=C1OCCO1.O=C1OCCO1"}

=====

Record 4
{"formula": "C12H17BN6OTi", "method": "ωB97M-V/def2-TZVPD", "elements": ["H", "N", "B", "N", "C", "Ti", "H", "C", "H", "C", "H", "C", "H", "H", "H", "N", "N", "N", "N", "C", "C", "H", "H", "C", "C", "C", "C", "H", "H", "H", "H", "H", "C", "C", "O", "H", "H", "H"], "xyz": [[-0.107, 2.958, 1.905], [0.183, 1.612, 0.251], [0.797, 0.720, -2.024], [0.688, 1.863, -1.014], [0.874, 3.181, -1.209], [-0.234, -0.474, 0.868], [1.191, 3.556, -2.166], [0.541, 3.831, -0.023], [0.557, 4.897, 0.117], [0.164, 2.823, 0.872], [1.211, 1.136, -3.066], [-1.869, -2.548, 2.155], [-2.292, -2.528, 3.183], [-0.992, -3.222, 2.150], [-2.641, -2.938, 1.480], [-0.631, 0.112, -2.110], [1.727, -0.370, -1.475], [-1.286, -0.411, -0.988], [1.444, -0.983, -0.271], [-1.425, 0.009, -3.185], [2.790, -0.951, -2.045], [-1.062, 0.350, -4.135], [3.096, -0.616, -3.025], [-2.618, -0.581, -2.785], [3.257, -1.938, -1.182], [-2.506, -0.826, -1.405], [2.431, -1.900, -0.054], [-3.459, -0.812, -3.411], [4.078, -2.604, -1.397], [-3.180, -1.258, -0.684], [2.519, -2.481, 0.845], [-1.591, -1.472, 1.841], [-0.433, 0.607, 3.975], [-0.219, -0.048, 2.681], [0.583, -1.101, 2.464], [-1.352, 1.191, 3.811], [0.368, 1.311, 4.250], [-0.604, -0.092, 4.807]], "homo_energy_ev": -15.760, "charge": 2}

=====

Record 5
{"formula": "C12H17BrF7N5O2P2S2Sc", "method": "ωB97M-V/def2-TZVPD", "elements": ["Sc", "S", "C", "C", "N", "C", "S", "C", "N", "F", "P", "F", "F", "F", "F", "F", "C", "H", "H", "H", "Br", "C", "C", "C", "C", "N", "C", "H", "H", "H", "H", "N", "C", "P", "O", "O", "C", "N", "H", "H", "H", "H", "H", "H", "H", "H", "H", "H", "F"], "xyz": [[-0.108, 0.070, -0.528], [-2.362, -0.465, 1.338], [-2.409, -2.138, 1.381], [-2.814, -2.772, 2.603], [-3.136, -3.250, 3.596], [-2.139, -2.938, 0.248], [-1.663, -2.332, -1.239], [-2.365, -4.352, 0.355], [-2.543, -5.484, 0.421], [0.548, -1.525, 0.655], [2.033, -2.391, 0.676], [2.041, -2.156, 2.278], [3.445, -3.109, 0.708], [2.774, -0.913, 0.533], [1.929, -2.446, -0.917], [1.209, -3.726, 0.844], [1.608, 0.827, -1.758], [2.359, 1.289, -1.107], [1.285, 1.579, -2.485], [2.111, 0.021, -2.306], [-3.375, 2.609, -5.065], [-2.172, 1.231, -4.598], [-1.647, 0.394, -5.564], [-0.770, -0.597, -5.154], [-0.460, -0.703, -3.810], [-0.976, 0.109, -2.886], [-1.817, 1.064, -3.269], [-1.915, 0.514, -6.605], [-0.331, -1.279, -5.866], [0.225, -1.462, -3.455], [-2.208, 1.707, -2.495], [-1.533, 2.698, 2.000], [-0.231, 3.058, 2.619], [0.709, 1.474, 2.642], [0.270, 0.630, 3.768], [0.713, 1.025, 1.204], [2.500, 1.818, 2.936], [3.035, 0.428, 2.917], [-1.389, 2.385, 0.983], [-2.207, 3.468, 2.030], [-1.949, 1.877, 2.477], [-0.403, 3.452, 3.619], [0.254, 3.800, 1.986], [2.706, 2.257, 3.909], [2.971, 2.385, 2.137], [4.019, 0.364, 3.196], [2.922, -0.002, 1.974], [2.460, -0.164, 3.542], [-1.208, 1.670, -0.468]], "e_above_lowest_ev": 0.732, "homo_energy_ev": [-7.725, -8.185], "spin_multiplicity": 2, "s2": 0.771}

=====

Record 6
{"formula": "C12H17ClF2N3O8S6", "method": "ωB97M-V/def2-TZVPD", "elements": ["O", "S", "O", "O", "C", "C", "C", "C", "Cl", "C", "S", "C", "C", "C", "S", "C", "S", "N", "C", "C", "N", "C", "O", "H", "H", "H", "H", "H", "H", "H", "H", "H", "H", "H", "H", "H", "H", "H", "H", "H", "N", "S", "O", "O", "F", "S", "O", "O", "F"], "xyz": [[-2.760, 2.343, 4.586], [-2.064, 1.401, 3.795], [-1.003, 0.713, 4.416], [-3.100, 0.437, 2.988], [-3.287, 1.160, 1.742], [-4.197, 0.575, 0.655], [-4.907, -0.735, 1.028], [-5.804, -0.648, 2.281], [-5.334, -2.000, 3.409], [-1.826, 1.481, 1.350], [-1.012, -0.196, 1.332], [-1.636, 2.371, 0.107], [-0.273, 2.287, -0.600], [0.873, 3.047, 0.111], [1.644, 2.152, 1.506], [3.347, 1.899, 0.991], [4.490, 3.039, 1.163], [3.623, 0.673, 0.414], [4.881, 0.196, 0.046], [4.625, -1.000, -0.506], [3.268, -1.334, -0.476], [2.728, -0.315, 0.081], [-1.450, 2.256, 2.510], [-3.771, 2.104, 2.040], [-3.549, 0.344, -0.202], [-4.883, 1.345, 0.294], [-5.572, -0.973, 0.186], [-4.201, -1.565, 1.067], [-5.614, 0.255, 2.860], [-6.860, -0.803, 2.077], [-0.865, -0.432, 0.010], [-1.820, 3.395, 0.455], [-2.448, 2.127, -0.585], [0.048, 1.262, -0.789], [-0.407, 2.757, -1.583], [1.661, 3.172, -0.640], [0.559, 4.047, 0.420], [5.845, 0.654, 0.155], [5.399, -1.626, -0.931], [1.661, -0.255, 0.238], [3.944, -4.709, -4.716], [4.036, -4.551, -3.143], [2.817, -4.261, -2.462], [5.226, -3.947, -2.627], [4.262, -6.088, -2.768], [3.643, -3.357, -5.462], [3.240, -3.564, -6.816], [4.539, -2.270, -5.219], [2.283, -2.859, -4.787]], "e_above_lowest_ev": 0.000, "homo_energy_ev": -6.558, "charge": -1}